C2H2FLiO3 | ωB97M-V/def2-TZVPD

Positions of all 9 atoms, in Å:
F  -1.34  1.02  -1.49
O  1.30  -1.03  0.80
O  -0.70  -1.99  1.10
O  -0.01  0.88  0.27
C  0.13  -0.99  1.06
C  -0.34  1.51  -0.78
Li  1.99  0.48  0.03
H  0.36  2.03  -1.44
H  -1.40  -1.92  0.44

Output
- Kohn-Sham gap (alpha / beta): 7.348 / 11.141 eV
- ⟨S²⟩: 0.75
- Total charge: +1
- Largest force on an atom: 7.04 eV/A
- Spin multiplicity: 2
- HOMO (alpha / beta): -0.471 / -0.610 Eh

Atom charges from the natural (NBO) analysis, given in e for atoms 1 to 6: atom 1 (F): -0.268, atom 2 (O): -0.715, atom 3 (O): -0.655, atom 4 (O): -0.621, atom 5 (C): 0.828, atom 6 (C): 0.763